No. 1
# C36H48Br2ClFIN2O6

A cluster of 2 separate species, C36H48Br2ClFIN2O6 in total in a non-equilibrium geometry (ωB97M-V with the def2-TZVPD basis set, OMol25).

Geometry (Å):
1 C 2.21 0.11 3.74
2 C 2.08 0.08 2.20
3 C 1.24 -1.13 1.64
4 Cl -0.04 -1.51 2.82
5 C 0.85 -0.86 0.17
6 C -0.62 -0.56 -0.24
7 C -1.20 0.61 0.59
8 C -0.86 1.94 -0.11
9 O 0.31 2.23 -0.23
10 C -1.90 2.92 -0.60
11 C -2.38 2.74 -1.90
12 C -3.37 3.56 -2.44
13 C -3.88 4.60 -1.65
14 C -3.39 4.79 -0.36
15 C -2.40 3.97 0.19
16 C -1.58 -1.72 -0.65
17 C -2.69 -1.11 -1.59
18 C -4.18 -1.01 -1.16
19 C -4.66 0.35 -0.57
20 N -5.35 0.20 0.74
21 C -2.06 -2.69 0.44
22 Br -3.13 -1.85 1.88
23 C -2.72 -4.06 0.02
24 C -3.56 -4.16 -1.26
25 Br -3.86 -4.71 1.49
26 C -0.72 -2.58 -1.65
27 C 0.74 -2.92 -1.31
28 C 1.02 -4.28 -0.60
29 C 1.10 -4.42 0.93
30 C 2.57 -4.63 1.44
31 I 0.06 -6.28 1.46
32 N 1.57 -1.71 -0.85
33 C 1.83 -0.92 -2.11
34 O 2.81 -2.26 -0.48
35 C 3.88 -1.46 -0.06
36 O 4.36 -1.74 1.00
37 C 4.61 -0.39 -0.85
38 C 4.19 0.95 -0.75
39 C 4.86 1.97 -1.42
40 C 5.99 1.66 -2.19
41 C 6.38 0.33 -2.29
42 C 5.73 -0.72 -1.63
43 H 2.42 -0.88 4.13
44 H 3.09 0.72 3.97
45 H 1.36 0.60 4.23
46 H 1.58 0.99 1.84
47 H 3.10 0.08 1.80
48 H 1.94 -1.97 1.72
49 H 1.31 0.13 -0.01
50 H -0.46 -0.07 -1.22
51 H -0.70 0.74 1.55
52 H -2.26 0.49 0.82
53 H -2.02 1.93 -2.54
54 H -3.76 3.41 -3.44
55 H -4.66 5.23 -2.05
56 H -3.78 5.58 0.28
57 H -2.01 4.08 1.19
58 H -2.42 -0.10 -1.92
59 H -2.71 -1.68 -2.53
60 H -4.77 -1.12 -2.08
61 H -4.56 -1.79 -0.50
62 H -3.87 1.11 -0.52
63 H -5.42 0.78 -1.24
64 H -4.76 0.61 1.44
65 H -6.16 0.81 0.74
66 H -1.16 -2.99 0.99
67 H -1.93 -4.82 -0.02
68 H -4.59 -3.89 -1.04
69 H -3.20 -3.58 -2.11
70 H -3.57 -5.21 -1.58
71 H -1.19 -3.52 -1.93
72 H -0.70 -2.01 -2.58
73 H 1.18 -3.11 -2.30
74 H 0.22 -4.94 -0.97
75 H 1.92 -4.73 -1.02
76 H 0.65 -3.66 1.56
77 H 2.74 -5.67 1.70
78 H 3.29 -4.41 0.65
79 H 2.78 -3.97 2.29
80 H 2.52 -1.47 -2.75
81 H 2.30 0.04 -1.88
82 H 0.92 -0.71 -2.66
83 H 3.32 1.18 -0.13
84 H 4.52 2.99 -1.32
85 H 6.54 2.45 -2.70
86 H 7.26 0.07 -2.87
87 H 6.04 -1.75 -1.68
88 C 1.33 6.54 2.93
89 C 0.68 5.18 2.81
90 O -0.58 5.48 2.24
91 C -0.40 6.62 1.49
92 O -1.16 7.01 0.68
93 O 0.77 7.23 1.82
94 F 0.49 4.61 4.03
95 H 1.05 7.04 3.86
96 H 2.41 6.50 2.87
97 H 1.22 4.48 2.17

Properties
gap between HOMO and LUMO	8.4	eV
E_tot	-7966.93033	Eh
net charge	+1

=====

No. 2
# CH2F3NOS

The molecule CH2F3NOS in a non-equilibrium geometry (ωB97M-V with the def2-TZVPD basis set, OMol25).

Geometry (Å):
1 N 0.32 1.61 0.90
2 S 0.18 0.60 -0.31
3 O 1.33 0.22 -1.07
4 F -1.07 0.85 -1.30
5 C -0.45 -1.05 0.26
6 F 0.58 -1.69 0.87
7 F -0.72 -1.71 -0.89
8 H 1.18 2.12 0.70
9 H -1.36 -0.95 0.83

Properties
gap between HOMO and LUMO	11.5	eV
E_tot	-867.00768	Eh
SMILES string	N=[S@](=O)(F)C(F)F
net charge	0